DFT (ωB97M-V/def2-TZVPD) results for one molecule with the formula C4H5NS at a distorted geometry.

## Properties
Total charge = 0
E_HOMO = -8.77 eV
Max |F| = 3.68 eV/Å
SMILES = C1=NS[C@@H]2C[C@@H]12
Multiplicity = 1
Energy above the lowest of the compared OMol25 structures with the same formula, charge and spin = 89.9 kcal/mol
Kohn-Sham gap = 9.67 eV

Element x y z (Å)
C 0.4559 1.6566 1.2201
C -0.1887 0.9371 -0.0081
C -0.4070 -1.1947 0.8339
C 0.3349 0.1514 1.1041
H 1.3963 2.1013 1.3620
H -0.3611 2.1239 1.8162
H -1.2539 1.0217 0.1576
H -0.7244 -1.9073 1.5155
H 1.3367 -0.1645 0.8150
N -0.4789 -1.4719 -0.4135
S 0.1118 -0.1359 -1.3545

DFT (ωB97M-V/def2-TZVPD) results for one molecule with the formula C4H5NS at a distorted geometry.

## Properties
Total charge = 0
E_HOMO = -8.80 eV
Max |F| = 3.30 eV/Å
SMILES = C[C@@]1(C=S)C=N1
Multiplicity = 1
Energy above the lowest of the compared OMol25 structures with the same formula, charge and spin = 72.8 kcal/mol
Kohn-Sham gap = 8.08 eV

Element x y z (Å)
C 1.2204 0.8639 0.4958
C -1.3045 0.7249 0.1118
C 0.0738 0.2396 -0.1005
C 0.2589 -1.2142 -0.2869
N 1.1052 1.1887 -0.7194
S -2.6729 -0.1862 -0.0027
H 1.5301 1.2525 1.4195
H -1.5093 1.8741 0.0376
H -0.2601 -1.6800 -1.0381
H 0.2923 -1.7711 0.7234
H 1.2662 -1.2923 -0.6405

DFT (ωB97M-V/def2-TZVPD) results for one molecule with the formula C4H5NS at a distorted geometry.

## Properties
Total charge = 0
E_HOMO = -8.64 eV
Max |F| = 6.00 eV/Å
Multiplicity = 1
Energy above the lowest of the compared OMol25 structures with the same formula, charge and spin = 143.2 kcal/mol
Kohn-Sham gap = 8.95 eV

Element x y z (Å)
C 1.5299 1.2855 0.3026
C 0.3136 0.7548 0.2930
C 1.4198 0.0106 -0.5024
C -1.6869 -1.0621 0.1905
N -2.2902 0.1289 -0.6185
S -1.3940 0.6208 0.6055
H 2.2243 2.0083 0.5877
H 1.2210 0.0793 -1.4943
H 1.9019 -0.8169 -0.1384
H -2.2621 -1.4499 1.0750
H -0.9774 -1.5595 -0.3007

DFT (ωB97M-V/def2-TZVPD) results for one molecule with the formula C4H5NS at a distorted geometry.

## Properties
Total charge = 0
⟨S²⟩ = 2.01
E_HOMO (spin up / spin down) = -4.74 / -9.48 eV
Max |F| = 7.40 eV/Å
Multiplicity = 3
Energy above the lowest of the compared OMol25 structures with the same formula, charge and spin = 101.8 kcal/mol
Kohn-Sham gap (spin up / spin down) = 5.27 / 6.24 eV

Element x y z (Å)
C 2.2760 -0.8281 0.5866
C 1.5586 0.0150 0.1527
C -1.6918 -0.4494 -0.2934
C 0.8291 1.0586 -0.4622
N -2.6760 -0.9851 0.2285
S -1.0010 1.1412 0.1972
H 2.9040 -1.2847 1.2392
H -1.2002 -1.1876 -0.8547
H 1.1805 2.1176 -0.2729
H 0.9267 0.9839 -1.5752
H -3.1059 -0.5813 1.0542

DFT (ωB97M-V/def2-TZVPD) results for one molecule with the formula C4H5NS2 at a distorted geometry.

## Properties
Total charge = 0
E_HOMO = -8.77 eV
Max |F| = 2.32 eV/Å
SMILES = S[C@H]1[C@H]2C=NS[C@H]12
Multiplicity = 1
Energy above the lowest of the compared OMol25 structures with the same formula, charge and spin = 98.7 kcal/mol
Kohn-Sham gap = 9.47 eV

Element x y z (Å)
C 0.1100 1.2614 0.5496
C -0.2281 0.5015 -0.7077
C 0.3490 -1.5974 -0.0692
C 0.6052 -0.2031 0.2882
H -2.0043 0.6528 1.2602
H 0.9731 1.9632 0.6212
H -1.2704 0.1827 -0.6987
H 0.2296 -2.4435 0.6042
H 1.7031 -0.0042 0.1138
N 0.3455 -1.7913 -1.3575
S -1.3016 1.7552 1.5650
S 0.4888 -0.2773 -2.1691

DFT (ωB97M-V/def2-TZVPD) results for one molecule with the formula C4H5NS3 at a distorted geometry.

## Properties
Total charge = 0
E_HOMO = -8.31 eV
Max |F| = 4.26 eV/Å
SMILES = NC1=CC(=S)SCS1
Multiplicity = 1
Energy above the lowest of the compared OMol25 structures with the same formula, charge and spin = 31.8 kcal/mol
Kohn-Sham gap = 7.66 eV

Element x y z (Å)
C -0.6151 0.5968 -0.3153
C 0.7126 0.7774 -0.0767
C 1.8454 -0.1703 -0.1968
C -0.3409 -2.0708 0.2759
H -1.1746 2.7038 -0.2921
H -2.3080 1.6486 0.3762
H 0.9276 1.8650 0.1317
H -0.8037 -3.0657 0.2555
H -0.1043 -1.5556 1.3585
N -1.4965 1.6955 -0.2024
S 3.4346 0.3948 -0.3358
S 1.4245 -1.9325 -0.3792
S -1.5016 -0.8871 -0.5995